Below is a 3-piece molecular cluster, CH4Se overall in a non-equilibrium geometry, with properties calculated with ωB97M-V/def2-TZVPD.

## Properties
- Kohn-Sham gap: 8.75 eV
- Total charge: 0
- E_LUMO: -0.2 eV
- Energy above the lowest of the compared OMol25 structures with the same formula, charge and spin: 93.5 kcal per mole

Last column: natural (NBO) charge in e.
Atoms and positions in Å:
C: 0.45 -0.87 -0.27  -0.519
Se: -0.75 -0.70 -1.54  0.333
H: 0.66 1.66 1.46  -0.006
H: -0.03 1.66 1.93  0.007
H: 1.26 -0.01 -0.57  0.135
H: -1.59 -1.73 -1.01  0.049

Below is CH5AlBCuN2O2 as an isolated structure in a non-equilibrium geometry, with properties calculated with ωB97M-V/def2-TZVPD.

## Properties
- Kohn-Sham gap (alpha / beta): 7.84 / 5.44 eV
- Multiplicity: 2
- Total charge: +1
- E_LUMO (alpha / beta): -6.2 / -8.3 eV
- Energy above the lowest of the compared OMol25 structures with the same formula, charge and spin: 0.0 kcal per mole

Last column: Mulliken spin population.
Atoms and positions in Å:
N: 2.95 -1.02 1.58  0.033
C: 2.72 -0.11 0.81  -0.020
O: 2.11 0.81 -0.10  0.076
Al: 0.80 -0.15 -1.09  0.185
B: -1.03 0.20 -0.16  0.347
N: -2.10 -0.83 -0.39  0.113
O: -1.26 1.37 0.70  0.029
H: 1.19 -1.70 -0.95  0.033
H: 0.74 0.25 -2.62  0.201
H: -1.73 -1.62 -0.94  -0.001
H: -2.32 -1.17 0.58  -0.002
H: -1.99 1.12 1.32  0.006
Cu: -0.08 2.86 1.26  0.000

Below is one molecule with the formula CH5BO2 in a non-equilibrium geometry, with properties calculated with ωB97M-V/def2-TZVPD.

## Properties
- SMILES string: BCOO
- Kohn-Sham gap: 8.69 eV
- Total charge: 0
- E_LUMO: -0.4 eV
- Energy above the lowest of the compared OMol25 structures with the same formula, charge and spin: 193.8 kcal per mole

Last column: natural (NBO) charge in e.
Atoms and positions in Å:
B: 1.39 0.34 0.11  0.499
C: -0.04 -0.54 0.05  -0.453
O: -0.93 -0.10 -1.04  -0.264
O: -2.04 0.42 -0.60  -0.424
H: 1.37 1.39 0.64  -0.106
H: 2.39 -0.13 -0.33  -0.093
H: -0.56 -0.62 1.10  0.202
H: 0.30 -1.65 -0.22  0.201
H: -1.88 0.91 0.29  0.437

Below is one molecule with the formula CH5BO2 in a non-equilibrium geometry, with properties calculated with ωB97M-V/def2-TZVPD.

## Properties
- SMILES string: CB(O)O
- Kohn-Sham gap: 11.09 eV
- Total charge: 0
- E_LUMO: 0.3 eV
- Energy above the lowest of the compared OMol25 structures with the same formula, charge and spin: 36.3 kcal per mole

Last column: natural (NBO) charge in e.
Atoms and positions in Å:
B: 0.37 -0.29 0.05  1.193
C: -1.01 0.49 -0.14  -1.032
O: 1.71 0.64 -0.41  -0.945
O: 0.63 -1.59 0.48  -0.936
H: -0.87 1.55 0.21  0.256
H: -1.80 -0.05 0.34  0.239
H: -1.42 0.56 -1.07  0.254
H: 2.41 -0.02 -0.55  0.454
H: 1.45 -2.11 0.21  0.517